Entry 1:
The following is a quantum chemistry calculation of a 2-piece molecular cluster, C2F2I2 overall, from the OMol25 dataset.

Summary:
Charge: 0
Orbital gap, eV: 7.7
SMILES: FC#CF.II
Energy above the lowest of the compared OMol25 structures with the same formula, charge and spin, kcal/mol: 47.4
E_HOMO, eV: -9.5

Atoms and positions in Å:
I -3.71 -0.08 -1.60
F 0.35 1.87 0.20
C 0.15 0.62 -0.06
C -0.21 -0.49 0.26
I -4.66 -0.12 0.90
F -0.41 -1.76 0.15

Entry 2:
The following is a quantum chemistry calculation of a 2-piece molecular cluster, C2F2N2O2 overall, from the OMol25 dataset.

Summary:
Charge: 0
Orbital gap (alpha / beta), eV: 9.4 / 5.1
Energy above the lowest of the compared OMol25 structures with the same formula, charge and spin, kcal/mol: 153.7
E_HOMO (alpha / beta), eV: -11.3 / -9.9

Atoms and positions in Å:
O 0.47 1.95 0.59
C 1.96 -2.73 -0.43
C -0.64 0.40 -0.39
O -1.32 1.26 1.62
N -0.50 1.22 0.71
F -1.41 -0.62 -0.48
N 1.16 -1.94 -0.22
F 0.28 0.46 -1.40

Entry 3:
The following is a quantum chemistry calculation of C2F3FeNO6S2 as an isolated structure, from the OMol25 dataset.

Summary:
Charge: 0
2S+1: 7
Orbital gap (alpha / beta), eV: 8.7 / 6.4
E_HOMO (alpha / beta), eV: -8.6 / -11.1

Atoms and positions in Å:
O -1.75 0.23 -0.57
O 2.66 -0.62 0.36
Fe -1.57 -0.74 1.21
N 0.84 0.72 -0.70
S 1.29 -0.66 -0.12
O 0.32 -1.36 0.77
S -0.70 1.33 -0.67
C -1.80 2.33 1.94
F 2.22 -1.32 -2.49
O -2.17 3.46 2.11
F 1.78 -3.00 -1.20
C 1.37 -1.80 -1.60
O -0.66 2.14 0.72
O -1.99 1.21 2.39
F 0.17 -1.91 -2.16

Entry 4:
The following is a quantum chemistry calculation of C2F3HgNO5S2 as an isolated structure, from the OMol25 dataset.

Summary:
Charge: -1
2S+1: 2
Orbital gap (alpha / beta), eV: 7.0 / 6.3
Energy above the lowest of the compared OMol25 structures with the same formula, charge and spin, kcal/mol: 0.0
E_HOMO (alpha / beta), eV: -3.6 / -3.9

Atoms and positions in Å:
F 3.30 -0.47 -0.78
S -0.75 1.63 0.88
O -1.96 1.40 -0.20
N -0.12 0.05 1.15
F 2.99 0.01 1.30
C 2.51 0.17 0.08
S 0.78 -0.54 0.01
O 0.36 -0.15 -1.39
F 2.52 1.46 -0.22
C -3.07 -0.65 0.28
O -2.60 -1.12 -0.69
O -3.58 -0.45 1.30
O 1.01 -1.97 0.20
Hg -1.40 0.64 -1.93

Entry 5:
The following is a quantum chemistry calculation of an isolated ion of composition C2F3O3S and charge -1, from the OMol25 dataset.

Summary:
Charge: -1
Orbital gap, eV: 9.4
SMILES: O=S(=O)([O-])C(F)=C(F)F
Energy above the lowest of the compared OMol25 structures with the same formula, charge and spin, kcal/mol: 0.0
E_HOMO, eV: -5.5

Atoms and positions in Å:
F 0.91 -1.12 2.26
F 1.74 0.41 0.98
O -0.99 1.83 -0.87
O -1.16 -0.28 -2.09
S -0.39 0.55 -1.19
C -0.41 -0.38 0.42
C 0.69 -0.37 1.13
F -1.42 -1.20 0.75
O 1.04 0.55 -1.40

Entry 6:
The following is a quantum chemistry calculation of a 2-piece molecular cluster, C2F5NO overall, from the OMol25 dataset.

Summary:
Charge: 0
Orbital gap (alpha / beta), eV: 9.7 / 9.5
Energy above the lowest of the compared OMol25 structures with the same formula, charge and spin, kcal/mol: 27.8
E_HOMO (alpha / beta), eV: -13.1 / -12.9

Atoms and positions in Å:
F 1.45 0.15 0.79
N -0.68 -1.06 -0.45
F 3.42 -0.01 0.00
O 1.95 1.29 -1.03
C 2.26 0.53 -0.20
F -2.48 0.26 -0.87
C -1.74 -0.36 0.02
F -1.59 0.60 1.08
F -2.59 -1.40 0.66

Entry 7:
The following is a quantum chemistry calculation of C2F6NO4S2Sr as an isolated structure, from the OMol25 dataset.

Summary:
Charge: +1
Orbital gap, eV: 8.6
Energy above the lowest of the compared OMol25 structures with the same formula, charge and spin, kcal/mol: 0.0
E_HOMO, eV: -13.9

Atoms and positions in Å:
C -2.79 0.43 -0.10
F -3.02 -0.19 -1.24
O -0.66 0.90 1.45
F 2.43 -2.22 -0.43
F 3.69 -0.56 -0.98
C 2.66 -0.94 -0.25
O 1.40 1.41 -0.30
S 1.16 0.02 -0.81
O -1.84 -1.59 1.36
F -2.54 1.70 -0.35
O 1.06 -0.15 -2.24
S -1.34 -0.38 0.74
Sr 0.73 2.64 1.45
F -3.85 0.34 0.68
F 2.89 -0.70 1.03
N 0.00 -0.71 -0.02

Entry 8:
The following is a quantum chemistry calculation of C2FI3 as an isolated structure, from the OMol25 dataset.

Summary:
Charge: 0
Orbital gap, eV: 8.5
Energy above the lowest of the compared OMol25 structures with the same formula, charge and spin, kcal/mol: 0.0
E_HOMO, eV: -8.7

Atoms and positions in Å:
F -0.43 0.14 1.84
I -0.54 -2.49 0.06
I 0.38 2.51 0.22
I 0.65 -0.10 -2.30
C -0.07 -0.54 -0.43
C 0.02 0.49 0.60

Entry 9:
The following is a quantum chemistry calculation of a 2-piece molecular cluster, C2FN3O3S overall, from the OMol25 dataset.

Summary:
Charge: 0
Orbital gap (alpha / beta), eV: 4.2 / 4.3
Energy above the lowest of the compared OMol25 structures with the same formula, charge and spin, kcal/mol: 96.7
E_HOMO (alpha / beta), eV: -9.7 / -9.8

Atoms and positions in Å:
O -4.12 -0.76 0.83
N 1.97 0.49 0.21
C 0.75 0.91 -0.13
C 2.55 -0.63 0.54
O -2.55 0.70 1.10
O -0.32 0.28 -0.15
F 0.79 2.11 -0.68
N -3.20 -0.10 0.55
N 3.22 -1.49 0.97
S -2.48 -0.51 -1.13

Entry 10:
The following is a quantum chemistry calculation of C2FN6O4 as an isolated structure, from the OMol25 dataset.

Summary:
Charge: -1
Orbital gap, eV: 8.4
Energy above the lowest of the compared OMol25 structures with the same formula, charge and spin, kcal/mol: 31.7
E_HOMO, eV: -6.2

Atoms and positions in Å:
N -0.17 -0.47 1.77
C 0.48 -0.63 0.48
N -0.34 2.82 -1.11
N 0.03 -1.73 -0.37
C 0.18 0.93 -0.61
F 1.82 -0.72 0.65
O 0.56 -0.44 2.74
N 0.24 2.15 -0.13
O -1.12 -2.08 -0.29
O 0.87 -2.21 -1.09
N -0.73 2.01 -2.06
N -0.43 0.77 -1.77
O -1.38 -0.38 1.78

Entry 11:
The following is a quantum chemistry calculation of C2FOTb as an isolated structure, from the OMol25 dataset.

Summary:
Charge: +1
2S+1: 8
Orbital gap (alpha / beta), eV: 7.9 / 6.8
Energy above the lowest of the compared OMol25 structures with the same formula, charge and spin, kcal/mol: 0.0
E_HOMO (alpha / beta), eV: -13.1 / -13.2

Atoms and positions in Å:
O -1.20 -0.82 0.61
F -1.12 1.41 0.04
C -1.76 -0.71 -0.70
C -0.65 0.14 -0.29
Tb 1.91 -0.29 0.28

Entry 12:
The following is a quantum chemistry calculation of C2H10F6LiNO9S2 as an isolated structure, from the OMol25 dataset.

Summary:
Charge: 0
Orbital gap, eV: 8.9
Energy above the lowest of the compared OMol25 structures with the same formula, charge and spin, kcal/mol: 23.2
E_HOMO, eV: -9.8

Atoms and positions in Å:
H -1.67 0.38 -2.05
H -0.91 -0.45 3.43
O 1.62 2.64 -1.93
O 2.38 -1.09 2.44
H 2.41 -2.04 2.56
Li -0.63 -0.33 0.61
F -0.95 3.10 0.83
F 0.93 2.04 1.25
C 1.45 -2.04 -1.47
O -0.48 -2.47 1.22
O -0.79 0.12 2.67
H -2.87 1.07 -2.67
F 0.18 -2.33 -1.59
C 0.36 2.89 0.41
O -2.65 0.01 0.42
H -3.04 -0.04 -0.45
H 1.46 -0.89 2.29
S 1.66 -0.13 -1.72
H -1.11 0.98 2.95
S 0.42 2.09 -1.32
F 2.23 -2.57 -2.38
H -0.47 -3.25 0.66
H -0.63 -2.80 2.10
O -2.60 0.25 -2.26
F 1.02 4.02 0.40
O 2.92 0.18 -1.06
O -0.82 2.47 -1.98
O 1.52 0.16 -3.16
N 0.44 0.43 -0.92
F 2.01 -2.43 -0.30
H -3.39 0.03 1.02

Entry 13:
The following is a quantum chemistry calculation of C2H10IO4 as an isolated structure, from the OMol25 dataset.

Summary:
Charge: -1
Orbital gap, eV: 8.1
Energy above the lowest of the compared OMol25 structures with the same formula, charge and spin, kcal/mol: 4.9
E_HOMO, eV: -4.8

Atoms and positions in Å:
H 0.68 -30.67 -1.66
O 4.11 -32.22 -0.59
H 0.26 -33.17 3.87
H 4.87 -34.33 1.78
H 3.31 -31.93 -0.15
H 1.87 -31.15 -0.85
H 6.12 -31.93 -0.32
O 1.63 -30.75 -1.69
H 5.94 -31.95 2.34
C 5.31 -32.41 1.58
O 5.67 -33.86 1.56
H 4.36 -32.46 2.10
C 5.17 -31.72 0.17
I 1.78 -31.54 1.22
H 5.11 -30.65 0.35
O 0.95 -33.64 3.41
H 1.22 -33.05 2.71

Entry 14:
The following is a quantum chemistry calculation of a 2-piece molecular cluster, C2H10N2 overall, from the OMol25 dataset.

Summary:
Charge: 0
Orbital gap, eV: 10.1
SMILES: NCN.C
Energy above the lowest of the compared OMol25 structures with the same formula, charge and spin, kcal/mol: 13.4
E_HOMO, eV: -9.2

Atoms and positions in Å:
H 2.27 -1.02 0.35
H -1.97 -0.15 0.58
H -3.01 -0.46 -0.69
H 0.28 0.31 -1.28
C -2.70 0.37 -0.04
N 0.71 0.03 1.19
H 1.68 1.10 -1.03
C 1.29 -0.65 0.02
H -2.23 1.17 -0.62
H -3.59 0.72 0.47
H 0.29 -0.68 1.77
H 0.67 -1.55 -0.16
H 0.10 0.76 0.88
N 1.28 0.18 -1.21

Entry 15:
The following is a quantum chemistry calculation of a 2-piece molecular cluster, C2H10N2 overall, from the OMol25 dataset.

Summary:
Charge: +1
2S+1: 2
Orbital gap (alpha / beta), eV: 12.1 / 7.0
Energy above the lowest of the compared OMol25 structures with the same formula, charge and spin, kcal/mol: 28.8
E_HOMO (alpha / beta), eV: -15.9 / -15.8

Atoms and positions in Å:
N 0.64 -0.91 1.64
C 1.20 0.04 0.70
H 2.29 0.26 0.89
H -2.35 0.27 -0.61
H 0.51 -0.72 2.68
H -2.96 1.93 -0.81
N 1.31 -0.34 -0.75
H 1.68 0.53 -1.12
H 0.68 1.11 0.74
H -3.49 0.37 -1.88
H 0.40 -0.29 -1.01
C -2.66 0.95 -1.41
H -1.89 1.14 -2.16
H 0.24 -1.78 1.32

Entry 16:
The following is a quantum chemistry calculation of a 2-piece molecular cluster, C2H10N2O overall, from the OMol25 dataset.

Summary:
Charge: 0
Orbital gap, eV: 9.8
SMILES: CNCN.O
Energy above the lowest of the compared OMol25 structures with the same formula, charge and spin, kcal/mol: 10.9
E_HOMO, eV: -9.0

Atoms and positions in Å:
N 1.35 -0.23 0.09
H -0.29 -1.49 0.67
H 1.18 0.28 -2.41
H 0.41 -1.79 -0.90
H -0.37 1.04 -0.07
H 1.19 1.78 -0.38
H 1.65 0.02 1.02
O -2.48 0.39 1.95
H -0.45 0.14 -2.13
H 1.35 -2.22 0.56
H -1.68 -0.13 1.81
N 0.38 0.68 -1.93
C 0.61 0.87 -0.52
C 0.66 -1.50 0.11
H -3.09 0.09 1.27

What are the strongest force on any atom values for these records? In order: 1.357 3.179 3.911 6.098 1.868 6.044 5.545 5.654 3.471 6.569 2.728 4.346 2.179 1.554 4.669 0.482 eV Å⁻¹.